Formula: C12H36ClO12
Source: the Open Molecules 2025 dataset
Level of theory: the ωB97M-V functional and the def2-TZVPD basis

## Properties
Charge: -1
Calculated total energy (eV): -50118.109
Lowest unoccupied orbital energy (eV): 2.39
Strongest force on any atom (eV/A): 2.39
E_HOMO (eV): -4.64
Energy above the lowest of the compared OMol25 structures with the same formula, charge and spin (kJ/mol): 261.2

Last column: Mulliken charge in e.
Positions of all 61 atoms, in Å:
Cl (15.655739, 10.774611, -11.640546)  -0.9883
C (9.852452, 5.951967, -13.430621)  -0.4613
C (10.770617, 7.170675, -13.090857)  -0.2771
O (11.917319, 7.349282, -13.909110)  -0.5429
O (9.311241, 6.099876, -14.760589)  -0.4959
H (9.150234, 5.729242, -12.627272)  0.2991
H (10.446030, 5.041361, -13.511711)  0.2640
H (11.217413, 7.070880, -12.101661)  0.2994
H (10.288233, 8.147832, -13.066697)  0.2823
H (12.482309, 8.063068, -13.604326)  0.3280
H (8.641485, 6.785006, -14.700328)  0.3027
C (18.311392, 5.768632, -13.881146)  -0.3972
C (19.817610, 5.656464, -13.912206)  -0.3306
O (20.356343, 6.512354, -12.974152)  -0.5147
O (17.818312, 6.995843, -14.399953)  -0.5221
H (17.960417, 5.645651, -12.856556)  0.2610
H (17.885099, 4.980892, -14.502302)  0.2849
H (20.114140, 5.953751, -14.918080)  0.2554
H (20.132423, 4.626461, -13.744542)  0.3260
H (20.185912, 7.408923, -13.271972)  0.3012
H (17.514405, 7.497780, -13.640154)  0.3330
C (12.045112, 14.222264, -8.352025)  -0.2913
C (11.748734, 12.847091, -7.853710)  -0.4241
O (12.956361, 12.071987, -7.701843)  -0.4855
O (12.518202, 14.180252, -9.708080)  -0.4735
H (12.783608, 14.698072, -7.706790)  0.2384
H (11.123307, 14.801341, -8.296695)  0.2922
H (11.038686, 12.323494, -8.493845)  0.2597
H (11.374861, 12.922556, -6.832618)  0.2887
H (13.392304, 12.029000, -8.556079)  0.2998
H (13.208777, 13.513399, -9.706421)  0.2886
C (22.397272, 12.342492, -12.951861)  -0.5190
C (23.802680, 11.872230, -13.097359)  -0.2709
O (24.089862, 11.502999, -14.483944)  -0.5542
O (21.526938, 11.267924, -12.847745)  -0.4804
H (22.132520, 12.949792, -13.817433)  0.3346
H (22.427542, 12.976187, -12.065507)  0.3250
H (23.843980, 10.939362, -12.535084)  0.2395
H (24.527728, 12.589791, -12.713281)  0.3173
H (23.322175, 11.104733, -14.900637)  0.3033
H (20.632592, 11.523659, -12.610358)  0.3060
C (18.361256, 6.095084, -6.220790)  -0.5349
C (18.152489, 6.634233, -7.686281)  -0.2124
O (16.754385, 6.846568, -7.876206)  -0.5126
O (17.893032, 4.766178, -6.007134)  -0.5037
H (17.910321, 6.693506, -5.429176)  0.3017
H (19.421388, 6.113977, -5.968076)  0.3173
H (18.503968, 5.854117, -8.361537)  0.1947
H (18.663094, 7.577330, -7.881091)  0.3307
H (16.673786, 7.489118, -8.584888)  0.3212
H (18.450371, 4.194298, -6.539983)  0.2971
C (11.652362, 12.787249, -17.601209)  -0.5225
C (12.223233, 12.203044, -16.348877)  -0.2870
O (13.642974, 11.858058, -16.459235)  -0.5076
O (11.731203, 11.925804, -18.712415)  -0.4893
H (12.183217, 13.713565, -17.820830)  0.2993
H (10.637962, 13.165140, -17.473582)  0.3002
H (11.662406, 11.300423, -16.106294)  0.2718
H (12.137111, 12.917760, -15.530425)  0.2968
H (13.862867, 11.641468, -15.550203)  0.3227
H (11.325057, 11.102831, -18.430696)  0.3153

Forces on the atoms, in the same order (eV/Å):
-0.0915 -0.0377 0.0456
1.8367 0.8055 -1.2726
0.8973 0.3100 1.0618
-0.2362 -1.1369 -1.4825
-0.4036 -0.1610 1.0664
-0.4465 0.5363 -0.1157
0.3498 0.1567 0.0768
-0.6698 -0.4862 0.6065
-0.9837 -0.1851 -0.0847
-0.1969 0.0587 0.3612
-0.0866 0.1408 -0.1945
-0.5771 -0.6852 -0.2773
-1.1111 0.1652 -0.9818
1.0774 0.4845 1.0167
0.4960 0.0497 0.2970
0.0107 -0.1990 0.0983
-0.0948 -0.2335 0.0064
0.2822 -0.1517 -0.2985
0.0805 0.0653 0.2642
-0.0219 0.1768 0.0475
-0.1823 0.4123 -0.1338
0.0210 0.0715 -0.6682
0.9405 -0.6739 0.8404
-0.5794 0.3911 -0.0522
-0.5163 0.2715 0.7248
0.1154 0.0441 0.1103
0.0197 0.1931 -0.3645
-0.1270 0.0431 -0.0557
-0.3205 -0.0689 -0.0400
0.2105 -0.4349 -0.1497
0.3416 0.0747 -0.4705
0.1572 1.4326 0.1988
-0.4111 -1.8065 -1.5060
0.7856 0.7974 0.6990
-0.2073 -1.2014 0.1095
0.0328 0.3686 -0.0578
-0.5666 0.1633 0.2859
0.3714 0.0618 0.4544
0.0494 -0.0419 -0.5126
-0.2538 -0.0515 0.3736
-0.0219 0.2505 -0.0405
0.4671 0.3033 -0.4631
-0.9877 -0.4827 1.6582
0.3251 -0.0983 -0.0217
-0.1053 0.2358 -0.3066
-0.4470 0.2329 -0.4787
0.3913 0.1207 -0.2915
0.2386 -0.0294 -0.2222
0.4446 -0.1386 0.2671
-0.2956 0.0870 -0.1361
-0.0666 -0.1824 -0.0548
0.5588 0.9944 -0.2894
1.0137 -0.4092 0.3718
-1.6091 0.4588 -0.2445
-0.0385 0.0457 -0.0977
0.4625 -0.1716 -0.4025
-0.4068 -0.3959 0.4743
-0.1147 -0.2110 0.2317
-0.3523 0.0798 0.0548
0.5251 -0.1524 0.1157
0.0272 -0.2566 -0.1511